Molecular formula: CN3O6
Method: DFT, the ωB97M-V functional and the def2-TZVPD basis

Output
energy above the lowest of the compared OMol25 structures with the same formula, charge and spin = 150.7 kJ/mol
total energy = -17788.03750 eV
E_HOMO = -5.54 eV
gap between HOMO and LUMO = 8.850 eV

Structure (ORCA input):
```
! RIJCOSX wB97M-V def2-TZVPD def2/J DEFGRID3
* xyz -1 1
C 1.221 -1.574 -2.123
N -0.926 -0.031 0.764
N 0.521 0.122 0.786
N -1.606 1.055 1.048
O 0.139 -1.234 -2.294
O 1.288 -0.661 0.208
O -2.809 0.935 1.286
O 2.335 -1.828 -1.998
O 0.947 1.044 1.430
O -1.110 2.171 0.893
*
```

Atom charges from the Mulliken analysis, given in e for atoms 1 to 8: atom 1 (C): 0.778, atom 2 (N): -0.749, atom 3 (N): 1.156, atom 4 (N): 1.222, atom 5 (O): -0.370, atom 6 (O): -0.714, atom 7 (O): -0.711, atom 8 (O): -0.403

Molecular formula: C23H36N6O5PSY
Method: DFT, the ωB97M-V functional and the def2-TZVPD basis

Output
energy above the lowest of the compared OMol25 structures with the same formula, charge and spin = 57.6 kJ/mol
total energy = -64774.08706 eV
E_HOMO = -12.36 eV
gap between HOMO and LUMO = 7.385 eV

Structure (ORCA input):
```
! RIJCOSX wB97M-V def2-TZVPD def2/J DEFGRID3
* xyz 2 1
Y -0.323 -0.034 0.530
C -0.929 -3.469 0.430
C -2.166 -2.768 -0.113
N -2.447 -1.487 0.560
C -3.160 -1.545 1.846
C -2.345 -2.086 3.013
S -0.705 -1.310 3.198
C 0.431 -2.725 3.044
C 1.109 -2.889 1.682
N 0.232 -2.557 0.541
H -0.695 -4.324 -0.208
H -1.131 -3.886 1.413
H -3.020 -3.451 -0.052
H -2.015 -2.542 -1.171
H -3.012 -0.923 -0.066
H -4.077 -2.140 1.764
H -3.469 -0.523 2.075
H -2.215 -3.164 2.955
H -2.902 -1.899 3.931
H -0.122 -3.614 3.343
H 1.202 -2.584 3.801
H 1.483 -3.915 1.609
H 1.977 -2.231 1.627
H 0.800 -2.656 -0.296
C -0.290 3.109 3.707
O 0.860 2.639 4.392
C 1.855 1.991 3.738
C 3.073 1.961 4.406
C 4.199 1.347 3.876
C 4.122 0.751 2.640
C 2.899 0.729 1.944
C 2.927 0.103 0.655
N 1.916 -0.171 -0.114
N 2.304 -0.740 -1.332
C 1.346 -0.821 -2.171
O 0.063 -0.453 -1.819
C 1.538 -1.305 -3.543
C 0.437 -1.626 -4.339
C 0.630 -2.081 -5.634
C 1.915 -2.216 -6.138
C 3.013 -1.899 -5.347
C 2.831 -1.444 -4.053
C 1.737 1.343 2.494
O 0.595 1.289 1.830
H -0.778 3.783 4.407
H -0.967 2.293 3.453
H -0.016 3.648 2.798
H 3.114 2.456 5.368
H 5.129 1.359 4.427
H 4.996 0.291 2.196
H 3.914 -0.167 0.281
H -0.565 -1.544 -3.940
H -0.223 -2.339 -6.248
H 2.067 -2.572 -7.148
H 4.014 -2.004 -5.742
H 3.681 -1.190 -3.435
N -2.985 4.917 -0.180
C -3.439 3.584 -0.720
P -1.854 2.662 -1.059
O -0.822 3.598 -0.530
O -1.956 1.249 -0.500
C -1.754 2.472 -2.878
N -0.528 1.724 -3.212
H -3.148 5.681 -0.834
H -1.940 4.796 -0.062
H -3.428 5.161 0.704
H -4.060 3.746 -1.598
H -4.036 3.083 0.038
H -1.782 3.456 -3.355
H -2.624 1.910 -3.220
H 0.284 2.319 -3.071
H -0.532 1.477 -4.198
H -0.233 0.368 -2.389
*
```

Atom charges from the Mulliken analysis, given in e for atoms 1 to 8: atom 1 (Y): 1.651, atom 2 (C): -0.819, atom 3 (C): -0.764, atom 4 (N): 0.017, atom 5 (C): -0.931, atom 6 (C): -0.644, atom 7 (S): 0.054, atom 8 (C): -0.946

Molecular formula: C4H11N3
Method: DFT, the ωB97M-V functional and the def2-TZVPD basis

Output
energy above the lowest of the compared OMol25 structures with the same formula, charge and spin = 242.2 kJ/mol
SMILES string = [H]/N=C/NCCCN
total energy = -8795.10865 eV
E_HOMO = -8.73 eV
gap between HOMO and LUMO = 9.621 eV

Structure (ORCA input):
```
! RIJCOSX wB97M-V def2-TZVPD def2/J DEFGRID3
* xyz 0 1
H 2.595 2.949 0.903
N 1.838 2.247 0.869
C 1.902 1.402 -0.052
N 0.822 0.614 -0.216
C -0.551 1.140 -0.356
C -1.398 -0.032 0.298
C -1.102 -1.474 -0.359
N -0.504 -2.539 0.602
H 2.838 1.128 -0.571
H 1.068 -0.203 -0.797
H -0.591 2.095 0.076
H -0.742 1.240 -1.447
H -2.453 0.254 0.187
H -1.259 0.119 1.378
H -0.470 -1.410 -1.246
H -2.109 -1.882 -0.503
H -0.260 -3.365 0.149
H 0.376 -2.284 1.085
*
```

Atom charges from the Mulliken analysis, given in e for atoms 1 to 8: atom 1 (H): 0.221, atom 2 (N): -0.610, atom 3 (C): -0.094, atom 4 (N): -0.124, atom 5 (C): -0.773, atom 6 (C): -0.580, atom 7 (C): -0.441, atom 8 (N): -0.624

Molecular formula: C42H104N8O2
Method: DFT, the ωB97M-V functional and the def2-TZVPD basis

Output
energy above the lowest of the compared OMol25 structures with the same formula, charge and spin = 245.1 kJ/mol
SMILES string = CCN(CC)CC.CCN(CC)CC.CCN(CC)CC.CCN(CC)CC.CCN(CC)CC.CCN(CC)CC.CNC(C)=O.CNC(C)=O
total energy = -61253.85186 eV
E_HOMO = -7.85 eV
gap between HOMO and LUMO = 8.421 eV

Structure (ORCA input):
```
! RIJCOSX wB97M-V def2-TZVPD def2/J DEFGRID3
* xyz 0 1
C 4.114 -4.577 -2.828
C 4.159 -3.418 -1.815
N 5.494 -2.801 -1.956
C 5.437 -1.640 -2.827
C 6.797 -1.309 -3.443
C 6.203 -2.590 -0.713
C 6.371 -3.831 0.181
H 4.298 -4.189 -3.829
H 3.227 -5.205 -2.737
H 4.982 -5.207 -2.619
H 3.384 -2.693 -2.085
H 3.938 -3.789 -0.817
H 4.739 -1.804 -3.651
H 4.993 -0.788 -2.288
H 7.210 -2.215 -3.890
H 6.703 -0.583 -4.251
H 7.517 -0.920 -2.724
H 5.944 -1.751 -0.049
H 7.236 -2.403 -1.030
H 7.045 -4.570 -0.249
H 5.465 -4.395 0.416
H 6.701 -3.416 1.134
C -4.588 -8.489 -0.924
C -4.137 -8.733 -2.352
N -2.681 -8.725 -2.487
C -2.165 -7.450 -2.951
C -0.654 -7.369 -2.753
C -2.279 -9.854 -3.362
C -2.038 -11.135 -2.560
H -3.972 -9.049 -0.219
H -5.615 -8.829 -0.762
H -4.585 -7.453 -0.582
H -4.595 -9.653 -2.726
H -4.686 -8.030 -3.004
H -2.454 -7.306 -4.003
H -2.515 -6.652 -2.292
H -0.246 -6.358 -2.819
H -0.401 -7.735 -1.756
H -0.109 -7.962 -3.490
H -1.359 -9.563 -3.873
H -2.993 -9.973 -4.184
H -2.755 -11.893 -2.885
H -1.963 -10.990 -1.490
H -1.101 -11.578 -2.914
C 3.696 5.059 -0.754
C 3.334 5.478 -2.198
N 2.070 4.914 -2.628
C 2.132 3.476 -2.796
C 0.887 2.901 -3.486
C 0.859 5.427 -2.025
C 0.853 6.937 -1.779
H 2.882 5.237 -0.050
H 4.606 5.513 -0.362
H 3.787 3.971 -0.678
H 3.404 6.566 -2.189
H 4.089 5.116 -2.897
H 3.022 3.218 -3.375
H 2.319 2.949 -1.850
H 0.797 3.530 -4.374
H 1.001 1.868 -3.818
H -0.024 2.882 -2.890
H 0.630 4.957 -1.054
H 0.036 5.275 -2.725
H -0.134 7.364 -1.603
H 1.106 7.382 -2.751
H 1.557 7.240 -1.007
C -2.047 -0.743 -0.348
C -0.724 -0.521 0.397
N 0.327 -1.260 -0.286
C 0.176 -2.710 -0.355
C 0.289 -3.194 -1.799
C 1.714 -0.825 -0.181
C 2.062 -0.028 -1.455
H -2.414 -1.770 -0.362
H -1.805 -0.550 -1.399
H -2.831 -0.042 -0.070
H -0.494 0.540 0.309
H -0.751 -0.915 1.422
H -0.684 -3.088 0.205
H 0.975 -3.252 0.177
H -0.111 -2.524 -2.559
H -0.244 -4.148 -1.888
H 1.333 -3.373 -2.051
H 1.798 -0.134 0.667
H 2.375 -1.677 -0.026
H 1.441 0.869 -1.381
H 3.098 0.319 -1.491
H 1.820 -0.524 -2.394
C -3.853 3.674 4.188
C -3.117 4.676 3.288
N -3.336 4.409 1.869
C -2.684 3.189 1.437
C -2.779 2.977 -0.089
C -3.006 5.606 1.094
C -4.125 6.656 1.121
H -3.251 2.805 4.433
H -4.782 3.380 3.686
H -4.318 4.174 5.042
H -3.345 5.694 3.602
H -2.031 4.621 3.474
H -1.600 3.159 1.626
H -3.146 2.351 1.961
H -2.755 1.948 -0.433
H -3.710 3.403 -0.474
H -1.955 3.570 -0.487
H -2.799 5.420 0.039
H -2.086 6.082 1.461
H -4.359 6.783 2.183
H -5.085 6.359 0.699
H -3.794 7.590 0.672
C 3.364 5.053 4.725
C 2.846 5.722 3.465
N 1.470 5.383 3.154
C 1.150 3.973 2.941
C 1.867 3.261 1.815
C 0.890 6.258 2.115
C 0.616 7.663 2.624
H 3.594 3.995 4.592
H 2.658 5.223 5.537
H 4.328 5.509 4.964
H 2.884 6.803 3.560
H 3.505 5.400 2.638
H 1.445 3.474 3.868
H 0.075 3.864 2.805
H 1.627 2.198 1.865
H 1.659 3.752 0.863
H 2.953 3.304 1.960
H 0.007 5.749 1.725
H 1.583 6.221 1.262
H 0.014 7.583 3.529
H 0.192 8.350 1.890
H 1.537 8.180 2.905
C -4.938 -4.936 -2.471
N -5.018 -3.616 -1.880
C -5.490 -3.371 -0.638
C -5.684 -1.904 -0.298
O -5.760 -4.261 0.153
H -5.926 -5.283 -2.784
H -4.603 -5.705 -1.780
H -4.265 -4.921 -3.324
H -4.787 -2.848 -2.481
H -6.758 -1.861 -0.115
H -5.246 -1.257 -1.057
H -5.191 -1.594 0.623
C -2.004 1.950 7.043
N -1.812 0.677 6.375
C -1.173 0.599 5.195
C -0.863 -0.739 4.595
O -0.840 1.597 4.558
H -1.635 1.855 8.063
H -3.043 2.259 6.941
H -1.409 2.710 6.541
H -1.889 -0.200 6.860
H -1.474 -1.027 3.739
H -0.998 -1.585 5.283
H 0.176 -0.813 4.280
*
```

Atom charges from the Mulliken analysis, given in e for atoms 1 to 8: atom 1 (C): -1.430, atom 2 (C): -0.014, atom 3 (N): 0.447, atom 4 (C): -0.129, atom 5 (C): -1.453, atom 6 (C): -0.376, atom 7 (C): -1.231, atom 8 (H): 0.262

Molecular formula: C6H10O
Method: DFT, the ωB97M-V functional and the def2-TZVPD basis

Output
energy above the lowest of the compared OMol25 structures with the same formula, charge and spin = 476.8 kJ/mol
total energy = -8426.29890 eV
E_HOMO = -8.41 eV
gap between HOMO and LUMO = 8.651 eV

Structure (ORCA input):
```
! RIJCOSX wB97M-V def2-TZVPD def2/J DEFGRID3
* xyz 0 1
C -1.642 1.487 -0.757
C -0.287 1.179 -0.238
C 0.383 -1.430 -0.500
C 1.115 -1.171 0.778
C 1.769 -0.816 -0.516
O 0.735 -0.106 1.618
C -0.328 0.688 1.153
H -2.506 1.278 -0.104
H -1.770 0.926 -1.696
H -1.644 2.534 -1.081
H -0.527 -0.872 -0.699
H 0.303 -2.444 -0.873
H 1.466 -2.013 1.369
H 2.554 -1.442 -0.922
H 1.889 0.250 -0.673
H -1.295 0.273 1.497
H -0.217 1.679 1.643
*
```

Atom charges from the Mulliken analysis, given in e for atoms 1 to 8: atom 1 (C): -1.027, atom 2 (C): -0.210, atom 3 (C): -0.469, atom 4 (C): 0.008, atom 5 (C): -0.433, atom 6 (O): -0.366, atom 7 (C): -0.238, atom 8 (H): 0.288

Molecular formula: C10H13N3
Method: DFT, the ωB97M-V functional and the def2-TZVPD basis

Output
energy above the lowest of the compared OMol25 structures with the same formula, charge and spin = 545.8 kJ/mol
SMILES string = c1ccc(/N=N/N2CCCC2)cc1
total energy = -15045.43799 eV
E_HOMO = -7.80 eV
gap between HOMO and LUMO = 8.359 eV

Structure (ORCA input):
```
! RIJCOSX wB97M-V def2-TZVPD def2/J DEFGRID3
* xyz 0 1
C -2.367 -3.217 -1.347
C -2.808 -2.040 -1.933
C -1.953 -0.984 -1.744
C -0.795 -0.980 -0.768
N -0.183 0.245 -0.563
N 0.881 0.088 0.111
N 1.387 1.161 0.730
C 2.292 1.325 1.895
C 2.108 2.746 2.139
C 1.654 3.446 0.748
C 0.710 2.345 0.441
C -0.636 -2.200 -0.112
C -1.307 -3.378 -0.462
H -2.961 -4.191 -1.553
H -3.530 -2.003 -2.727
H -2.425 -0.063 -2.393
H 1.846 0.798 2.843
H 3.299 1.365 1.574
H 1.282 2.933 2.920
H 3.013 3.155 2.762
H 1.476 4.488 0.868
H 2.537 3.253 0.097
H -0.233 2.227 1.039
H 0.431 2.294 -0.576
H 0.232 -2.537 0.604
H -0.955 -4.548 -0.545
*
```

Atom charges from the Mulliken analysis, given in e for atoms 1 to 8: atom 1 (C): 0.035, atom 2 (C): -0.747, atom 3 (C): -0.070, atom 4 (C): 0.292, atom 5 (N): -0.329, atom 6 (N): -0.643, atom 7 (N): 0.573, atom 8 (C): -0.301

Molecular formula: C4H5NOS
Method: DFT, the ωB97M-V functional and the def2-TZVPD basis

Output
energy above the lowest of the compared OMol25 structures with the same formula, charge and spin = 338.4 kJ/mol
SMILES string = CC#[N+][S-].C=C=O
total energy = -18598.41203 eV
E_HOMO = -8.26 eV
gap between HOMO and LUMO = 8.787 eV

Structure (ORCA input):
```
! RIJCOSX wB97M-V def2-TZVPD def2/J DEFGRID3
* xyz 0 1
C -0.849 2.330 -0.272
C -1.333 1.017 -0.283
N -1.816 0.019 0.066
S -2.180 -1.460 0.435
H -1.586 3.047 -0.294
H -0.142 2.588 -0.982
H -0.265 2.575 0.568
C 1.581 -2.566 0.200
C 1.680 -1.281 -0.060
O 1.770 -0.095 -0.218
H 0.674 -2.982 0.152
H 2.467 -3.192 0.686
*
```

Atom charges from the Mulliken analysis, given in e for atoms 1 to 8: atom 1 (C): -1.261, atom 2 (C): 0.535, atom 3 (N): -0.029, atom 4 (S): -0.267, atom 5 (H): 0.376, atom 6 (H): 0.346, atom 7 (H): 0.311, atom 8 (C): -0.800